{"formula": "C3H6O2S", "method": "the ωB97M-V functional and the def2-TZVPD basis", "e_lumo_ev": 0.3, "homo_energy_ev": -9.665, "e_above_lowest_kcal_mol": 107.1, "energy_ha": -666.42333, "elements": ["C", "C", "C", "H", "H", "H", "H", "H", "H", "O", "O", "S"], "xyz": [[-1.316, -0.377, 0.328], [-0.057, 0.516, 0.206], [0.310, 0.556, -1.211], [-1.777, -1.891, -0.921], [-1.138, -0.865, 1.534], [-2.284, 0.101, -0.127], [-0.262, 1.502, 0.410], [1.404, 0.817, 1.700], [0.475, -0.423, -1.687], [-0.882, -1.531, -0.909], [0.249, 1.677, -1.787], [0.938, -0.286, 1.545]], "forces_ev_per_a": [[0.9675, -1.7873, -1.0749], [-1.3245, -3.1679, 1.1117], [0.6551, 3.0508, -2.4960], [0.2081, -0.6320, -0.4660], [-1.9259, 1.0625, -3.9554], [1.6543, -1.1217, 1.3974], [-0.4639, 2.2789, 1.2456], [2.6751, 4.2281, 1.4107], [0.5692, 0.8981, -0.3437], [-2.4747, 1.6841, 3.6626], [0.3315, -3.5653, 1.3273], [-0.8719, -2.9284, -1.8193]]}